Entry 1:
The following is a quantum chemistry calculation of a cluster of 2 separate species, C8H12O3Si in total at a distorted geometry, from the OMol25 dataset.

```
24
C8H12O3Si ωB97M-V with the def2-TZVPD basis set
C -1.68358 2.53533 1.15841
C -0.92367 2.30174 0.09635
C 1.08689 -0.60543 1.38180
C 0.61769 0.42115 -2.00791
C -1.78404 -0.79840 -0.05093
C 1.85206 0.24459 2.27910
C 1.61199 -0.73980 -2.20305
C -1.65115 -2.23461 -0.60218
O 1.10078 -1.81015 1.22862
O 0.68084 1.46168 -2.58159
O -2.70472 -0.49875 0.72419
Si -0.42518 0.49495 -0.35468
H -2.03834 3.54477 1.37913
H -2.30126 1.76888 1.55680
H -0.64720 3.09687 -0.60020
H 2.63487 0.76457 1.69129
H 1.32877 0.96952 2.78531
H 2.56584 -0.43213 3.02502
H 2.44304 -0.35817 -1.62686
H 1.11972 -1.57610 -1.75201
H 1.96902 -0.79152 -3.33763
H -1.33669 -2.14255 -1.72249
H -0.94380 -2.86835 0.02576
H -2.57188 -2.74807 -0.49226
```

The spin multiplicity is 3. For the HOMO energy (spin up / spin down), the calculation gives -5.6982 / -8.4624 eV. Its relative energy (zero: lowest compared OMol25 entry of this formula, charge and spin) is 153.75 kJ/mol.



Entry 2:
The following is a quantum chemistry calculation of a cluster of 2 separate species, C8H12O5 in total at a distorted geometry, from the OMol25 dataset.

```
25
C8H12O5 ωB97M-V with the def2-TZVPD basis set
C 2.11359 0.28844 0.88488
C 3.22240 0.21403 0.42749
C -1.24103 -0.85371 1.11101
C -0.58530 -1.29280 -0.26339
C -1.60572 0.70160 0.76733
C 0.01485 0.08666 -0.71543
C 4.53325 0.11248 -0.03948
C -3.02756 0.62813 0.15896
O -0.65572 1.09247 -0.20846
O -0.45588 -0.86501 2.10383
O -1.51068 -1.68440 -1.24406
O 0.78484 0.21771 -1.75513
O -3.47603 1.93671 -0.06565
H -2.24344 -1.50165 1.29625
H 0.28726 -1.98427 -0.19667
H -1.60774 1.55521 1.50692
H 4.83938 0.40528 -1.18275
H 4.94414 -0.89618 -0.04182
H 5.24216 0.75497 0.57059
H -3.65138 -0.05391 0.91613
H -2.96128 -0.07331 -0.76509
H 1.19178 0.07028 1.41003
H -1.00090 -1.86270 -2.05219
H 1.04770 1.07003 -1.93300
H -4.19870 1.93393 -0.69031
```

For the HOMO energy, the calculation gives -7.3337 eV. Its relative energy (zero: lowest compared OMol25 entry of this formula, charge and spin) is 437.62 kJ/mol.



Entry 3:
The following is a quantum chemistry calculation of a cluster of 2 separate species, C8H12O6 in total at a distorted geometry, from the OMol25 dataset.

```
26
C8H12O6 ωB97M-V with the def2-TZVPD basis set
C 2.41117 2.08499 0.96223
C 2.45652 0.64333 0.40318
C 1.37072 0.31101 -0.68328
O 2.10233 0.67670 -1.86514
C 3.38804 0.57591 -1.67812
O 4.27262 0.53379 -2.48397
O 3.66175 0.47551 -0.33969
H 2.31605 1.99795 2.04365
H 1.58108 2.67801 0.58201
H 3.34532 2.59081 0.73269
H 2.24662 -0.05005 1.21512
H 0.41364 0.81809 -0.67149
H 1.29394 -0.77257 -0.82002
C -1.44826 -1.82650 1.27444
C -1.86461 -1.06621 0.03526
C -3.23470 -1.35505 -0.56672
O -3.78729 -0.07765 -0.77772
C -3.05002 0.87345 -0.18652
O -3.37030 2.00762 -0.09509
O -1.91000 0.33967 0.29951
H -2.28836 -2.27082 1.81944
H -0.79727 -1.25627 1.92922
H -0.95829 -2.77711 1.02967
H -1.13626 -1.22736 -0.76253
H -3.91949 -1.94233 0.05178
H -3.09493 -1.98492 -1.44792
```

For the HOMO energy, the calculation gives -10.9682 eV. Its relative energy (zero: lowest compared OMol25 entry of this formula, charge and spin) is 85.39 kJ/mol.



Entry 4:
The following is a quantum chemistry calculation of a structure of composition C8H12OS at a distorted geometry, from the OMol25 dataset.

```
22
C8H12OS ωB97M-V with the def2-TZVPD basis set
C -1.22868 -0.98797 1.10852
C -2.55111 -0.93672 1.08074
C 2.02629 0.52821 -0.44963
C 1.55914 -0.90301 -0.68969
C 1.17606 1.19009 0.63005
C 0.07976 -0.91868 -1.09266
C -0.29635 1.20752 0.20738
C -0.76244 -0.19892 -0.06823
O -3.34353 1.23025 -0.34526
S -2.81106 -0.11613 -0.53067
H -0.57780 -1.49318 1.80905
H -3.30990 -1.32954 1.73293
H 3.07659 0.54006 -0.15136
H 1.93249 1.09271 -1.37939
H 2.15431 -1.36315 -1.48051
H 1.70030 -1.49188 0.21951
H 1.28072 0.63452 1.56536
H 1.51893 2.21155 0.80660
H -0.03559 -0.41610 -2.05746
H -0.26769 -1.94806 -1.19986
H -0.91008 1.66324 0.98616
H -0.41034 1.80520 -0.70156
```

For the HOMO energy, the calculation gives -8.5796 eV. Its relative energy (zero: lowest compared OMol25 entry of this formula, charge and spin) is 106.56 kJ/mol.



Entry 5:
The following is a quantum chemistry calculation of an isolated molecule of C8H12OS at a distorted geometry, from the OMol25 dataset.

```
22
C8H12OS ωB97M-V with the def2-TZVPD basis set
C 2.13381 -1.74512 0.22522
C 2.03893 -0.44340 -0.00455
C 3.15901 0.44096 -0.43480
C 0.70630 0.34880 0.19907
O 0.65774 1.44127 -0.32019
C -0.62149 -0.09113 0.99501
C -1.71103 0.95436 0.88395
C -2.29313 0.83084 -0.52104
C -2.54740 -0.64644 -0.78215
S -1.27485 -1.57821 0.14642
H 3.06660 -2.26583 0.07333
H 1.29649 -2.33935 0.54400
H 4.04060 -0.14421 -0.67723
H 2.85807 1.03249 -1.29619
H 3.40123 1.14005 0.36694
H -0.36117 -0.36893 2.01642
H -1.30304 1.95078 1.05380
H -2.47803 0.74936 1.63266
H -3.21832 1.39959 -0.61989
H -1.57048 1.21766 -1.23973
H -3.51816 -0.97349 -0.40650
H -2.46170 -0.91008 -1.83455
```

For the HOMO energy, the calculation gives -8.4321 eV. Its relative energy (zero: lowest compared OMol25 entry of this formula, charge and spin) is 0.00 kJ/mol.



Entry 6:
The following is a quantum chemistry calculation of an isolated molecule of C8H12S at a distorted geometry, from the OMol25 dataset.

```
21
C8H12S ωB97M-V with the def2-TZVPD basis set
C -0.45110 1.79697 -2.05329
S -0.21420 1.62408 -0.40981
C -0.98687 2.84125 0.45915
C 1.58545 1.35096 -0.24367
C 1.92074 0.25890 0.33386
C 0.93441 -0.78355 0.42334
C 1.47376 -2.27979 0.47712
C -0.33221 -0.48406 0.19028
C -1.64037 -1.10997 0.14202
H -1.45971 1.77569 -2.28974
H 0.12136 1.10581 -2.70271
H -1.87610 2.89089 -0.03521
H -1.04762 2.75573 1.52773
H 2.18092 2.35909 -0.23695
H 2.93074 -0.10375 0.31707
H 0.53305 -2.97080 0.39305
H 1.93153 -2.58728 1.45548
H 2.13529 -2.56441 -0.33220
H -1.71370 -2.25116 0.22047
H -2.11622 -0.84102 -0.83105
H -2.31276 -0.70764 0.89045
```

For the HOMO energy, the calculation gives -7.5623 eV. Its relative energy (zero: lowest compared OMol25 entry of this formula, charge and spin) is 730.46 kJ/mol.



Entry 7:
The following is a quantum chemistry calculation of a structure of composition C8H13B2F4N4O8SY at a distorted geometry, from the OMol25 dataset.

```
41
C8H13B2F4N4O8SY ωB97M-V with the def2-TZVPD basis set
Y 0.10552 0.39092 -0.20972
C -1.96227 -1.57714 -3.11279
C -1.67263 -1.06758 -1.72279
N -0.71220 -1.55819 -1.00963
O 0.14715 -2.48365 -1.39152
B 1.07479 -3.07968 -0.41671
F 1.91753 -4.04582 -1.10180
F 0.30413 -3.77857 0.60197
O 1.93452 -2.07994 0.23794
N 1.39828 -1.08253 0.91532
C 2.03543 -0.23089 1.65298
C 3.52305 -0.34584 1.86948
C 1.23356 0.90070 2.24800
N -0.02956 0.93648 1.97830
O -0.86673 1.89352 2.33103
B -2.31316 1.72952 2.11243
F -2.78510 0.60248 2.90449
F -2.99510 2.93035 2.56619
O -2.65383 1.49511 0.69940
N -2.13769 0.46645 0.05406
C -2.46931 0.06324 -1.12985
C -3.58137 0.72302 -1.90384
C 1.85596 1.98528 3.09197
H -1.28050 -2.40301 -3.40358
H -1.84441 -0.75315 -3.84623
H -3.00340 -1.95860 -3.15616
H 3.95378 -1.22799 1.35213
H 3.73110 -0.45179 2.95489
H 4.02951 0.56298 1.48288
H -4.05896 1.54380 -1.32986
H -4.36170 -0.02956 -2.14252
H -3.18096 1.14579 -2.84870
H 2.94337 1.83706 3.23745
H 1.37354 1.99433 4.09196
H 1.70093 2.97117 2.60598
O 2.97632 1.34807 -2.00148
S 1.52449 1.06501 -2.08589
O 1.06373 1.25304 -3.48142
O 0.82002 2.26900 -1.25280
O 1.39929 -0.53312 -1.82147
H 0.86289 -1.42027 0.37989
```

For the HOMO energy, the calculation gives -9.5648 eV. Its relative energy (zero: lowest compared OMol25 entry of this formula, charge and spin) is 108.79 kJ/mol.



Entry 8:
The following is a quantum chemistry calculation of a structure of composition C8H13BFO6Pr at a distorted geometry, from the OMol25 dataset.

```
30
C8H13BFO6Pr ωB97M-V with the def2-TZVPD basis set
O 2.42516 -2.35783 -2.63430
C 1.42930 -2.15645 -2.08118
F 0.89573 -3.21223 -1.37420
C 0.71133 -0.77167 -2.19334
C 0.41753 -0.08698 -0.79914
C -1.18678 -0.19795 -0.50381
C -2.02519 0.87848 -1.62824
C -3.60143 1.25809 -1.16924
O -3.17430 0.28898 -2.31809
C 1.10217 1.35289 -0.42886
O 0.94294 1.25769 1.05916
B 1.64892 -0.05229 1.30597
C 1.45364 -0.77221 2.75762
O 0.83416 0.13168 3.70463
O -0.07807 -0.57608 4.49433
O 1.14385 -0.89727 0.17448
H -0.27084 -0.97605 -2.71618
H 1.29332 -0.12450 -2.90314
H -1.62542 -1.20771 -0.68366
H -1.50485 0.23000 0.52274
H -1.36273 1.75623 -2.17999
H -3.45211 2.33398 -1.40007
H -3.73634 0.76819 -0.18237
H 2.18652 1.21808 -0.71113
H 0.56292 2.31232 -0.87844
H 2.79566 0.29370 1.27557
H 2.48760 -0.98782 3.15657
H 0.92149 -1.76671 2.70602
H -0.35849 0.00559 5.22486
Pr -0.87568 2.05789 0.40339
```

The spin multiplicity is 3. As for the charge: +2. For the HOMO energy (spin up / spin down), the calculation gives -14.5729 / -14.6128 eV.



Entry 9:
The following is a quantum chemistry calculation of an isolated molecule of C8H13BN2O4S at a distorted geometry, from the OMol25 dataset.

```
29
C8H13BN2O4S ωB97M-V with the def2-TZVPD basis set
C -1.33458 -2.87322 -0.15741
N -0.16530 -2.00082 -0.03501
C 1.13957 -2.37534 0.43660
S 0.13731 -1.39385 -1.66999
O -1.16297 -0.68746 -2.05647
O 0.54419 -2.52984 -2.56341
N 1.50828 -0.41974 -1.38220
C 1.17990 0.71255 -0.66726
C 2.03729 1.83152 -0.63771
C 1.63003 3.06426 -0.03681
C 0.38883 3.14978 0.56942
C -0.36239 2.01112 0.67475
B -1.64386 1.91503 1.54395
O -1.94038 2.82248 2.54480
O -2.51158 0.86057 1.27151
C -0.02754 0.75578 0.06294
H -1.73864 -3.26216 0.79942
H -1.25886 -3.78416 -0.77190
H -2.15177 -2.31645 -0.69520
H 1.71201 -2.76417 -0.39826
H 0.95253 -3.09816 1.19973
H 1.67521 -1.55369 0.82838
H 1.91392 -0.31907 -2.23918
H 2.96154 1.56769 -1.10693
H 2.21855 3.98625 -0.38110
H 0.13746 4.09872 0.99213
H -2.63447 2.43805 3.07409
H -2.61588 0.26094 0.53172
H -0.58839 -0.09661 0.26939
```

For the HOMO energy, the calculation gives -9.0781 eV. Its relative energy (zero: lowest compared OMol25 entry of this formula, charge and spin) is 123.03 kJ/mol.



Entry 10:
The following is a quantum chemistry calculation of a cluster of 3 separate species, C8H13Br4F3O2 in total at a distorted geometry, from the OMol25 dataset.

```
30
C8H13Br4F3O2 ωB97M-V with the def2-TZVPD basis set
C -3.05353 2.27246 1.16332
C -2.90216 1.81923 -0.26830
O -2.92113 0.39886 -0.37111
C -1.78600 -0.15236 -0.78887
O -0.77545 0.25862 -1.25137
C -2.01404 -1.66742 -0.56820
F -1.08941 -2.41137 -1.16806
F -1.99798 -1.91532 0.67094
F -3.20197 -1.99259 -1.17978
H -2.80859 3.36498 1.15143
H -2.27024 1.75769 1.79106
H -4.03883 1.99600 1.46854
H -1.93533 2.15643 -0.59358
H -3.50802 2.34339 -1.04616
Br 3.20500 2.07749 -2.03233
C 2.72269 2.29422 -0.19779
C 1.25447 2.37805 -0.11395
Br 0.53801 2.77363 1.64468
H 3.19571 3.17731 0.23342
H 3.08326 1.36750 0.27276
H 0.80947 1.47659 -0.57900
H 1.03172 3.18541 -0.75328
Br 1.60406 -1.72198 1.87395
C 1.56154 -3.14692 0.44198
C 3.01402 -3.71287 0.26739
Br 3.28834 -4.48885 -1.48334
H 1.15700 -2.68435 -0.44756
H 0.84737 -3.91465 0.67685
H 3.30361 -4.47369 1.02149
H 3.68641 -2.81551 0.16485
```

For the HOMO energy, the calculation gives -10.3319 eV.



Entry 11:
The following is a quantum chemistry calculation of an isolated molecule of C8H13BrFN3O3P2, from the OMol25 dataset.

```
31
C8H13BrFN3O3P2 ωB97M-V with the def2-TZVPD basis set
N 4.53782 -1.98720 -0.08510
P 3.54736 -0.92939 -0.66178
C 2.97755 0.30276 0.61392
O 4.07926 1.07755 0.95426
O 1.94946 1.18896 0.20232
C 0.66247 0.65724 0.00010
C -0.17816 0.53689 1.30326
F 0.70041 0.42218 2.37546
N -1.05158 -0.59854 1.31372
C -2.28955 -0.51406 0.64394
C -2.75208 -1.58438 -0.11307
C -3.98844 -1.49384 -0.72330
C -4.73029 -0.33452 -0.56150
N -4.29869 0.69769 0.15502
C -3.11560 0.60626 0.74668
P -0.26165 1.72389 -1.26010
O 0.99443 2.10016 -2.23737
Br -0.39885 3.62974 -0.11338
H 4.22186 -2.94086 -0.20461
H 4.08919 -0.07334 -1.64674
H 2.37204 -1.47245 -1.22575
H 2.71790 -0.27390 1.50342
H 4.27383 1.68180 0.22437
H 0.68363 -0.33204 -0.48091
H -0.76926 1.43475 1.48129
H -0.55768 -1.44579 1.06019
H -2.15040 -2.48169 -0.22217
H -4.38165 -2.30739 -1.32202
H -5.70772 -0.24089 -1.02335
H -2.80774 1.46362 1.33878
H 1.69880 1.44178 -2.20777
```

For the HOMO energy, the calculation gives -9.0094 eV. Its relative energy (zero: lowest compared OMol25 entry of this formula, charge and spin) is 0.00 kJ/mol.



Entry 12:
The following is a quantum chemistry calculation of a structure of composition C8H13BrFN3O3P2Sn at a distorted geometry, from the OMol25 dataset.

```
32
C8H13BrFN3O3P2Sn ωB97M-V with the def2-TZVPD basis set
N 4.35184 -2.00295 -0.01679
P 3.38706 -0.88247 -0.67578
C 3.01424 0.39421 0.67941
O 4.24562 1.14198 0.87496
O 2.00194 1.36441 0.33934
C 0.69745 0.76274 0.21841
C -0.13655 0.65224 1.58652
F 0.72305 0.55339 2.75572
N -0.97108 -0.57397 1.59553
C -2.19640 -0.44670 0.82316
C -2.60319 -1.69212 -0.07175
C -3.94029 -1.57380 -0.86475
C -4.74332 -0.25643 -0.68668
N -4.39424 0.89456 0.09443
C -3.17778 0.76666 0.81288
P -0.31132 1.92387 -0.95898
O 0.81405 2.34298 -2.21733
Br -0.76454 3.88992 0.04577
H 3.88321 -2.92990 -0.02804
H 4.03271 -0.34388 -1.83899
H 2.13835 -1.59864 -1.01294
H 2.84448 -0.17215 1.65626
H 4.31921 1.68594 0.04612
H 0.67935 -0.26918 -0.29239
H -0.79611 1.57674 1.79816
H -0.44395 -1.42098 1.34028
H -1.97410 -2.64172 -0.14970
H -4.34467 -2.40819 -1.54471
H -5.74502 -0.19911 -1.25607
H -2.87918 1.66528 1.47194
H 1.48095 1.62485 -2.29512
Sn 0.80823 -1.82759 -2.22889
```

As for the charge: +2. For the HOMO energy, the calculation gives -14.6797 eV.



Number 1: E -827.01726 hartree. Number 2: E -687.99099 hartree. Number 3: E -763.47993 hartree. Number 4: E -785.39346 hartree. Number 5: E -785.43405 hartree. Number 6: E -709.92626 hartree. Number 7: E -2019.22600 hartree. Number 8: E -1404.76316 hartree. Number 9: E -1146.16431 hartree. Number 10: E -11058.74985 hartree. Number 11: E -4059.18492 hartree. Number 12: E -4272.49003 hartree.